Model a:
C2H4N4O2 | the ωB97M-V functional and the def2-TZVPD basis

```
! wB97M-V def2-TZVPD RIJCOSX def2/J DEFGRID3
* xyz 0 1
H 0.001 -2.196 0.038
N -0.625 -1.546 0.147
C -0.393 -0.383 -0.145
C -1.092 0.802 0.129
O -2.438 0.720 0.372
N -0.326 1.835 -0.123
N 1.018 1.428 -0.313
N 0.809 -0.022 -0.802
O 1.982 -0.593 -0.817
H -2.380 -0.272 0.886
H 1.571 1.504 0.521
H 1.873 -1.278 0.107
*
```

SMILES: [H]/N=c1/c(O)n[nH]n1O
HOMO (eV): -9.19



Model b:
C2H4N4O2 | the ωB97M-V functional and the def2-TZVPD basis

```
! wB97M-V def2-TZVPD RIJCOSX def2/J DEFGRID3
* xyz 0 1
H -3.099 -1.048 -0.184
N -2.249 -0.523 -0.528
N -1.307 -0.520 0.267
O -1.213 -0.665 1.424
C 0.084 -0.119 -0.483
C 0.971 1.084 0.122
O 2.163 0.443 0.531
N 2.046 -0.956 0.230
N 1.027 -1.257 -0.357
H -0.142 0.191 -1.523
H 1.031 1.899 -0.576
H 0.688 1.472 1.077
*
```

SMILES: [H]/N=[N+](\[O-])[C@H]1CON=N1
HOMO (eV): -10.66



Model c:
C2H4N4O2 | the ωB97M-V functional and the def2-TZVPD basis

```
! wB97M-V def2-TZVPD RIJCOSX def2/J DEFGRID3
* xyz 0 1
O 2.584 0.303 -0.218
N 1.709 -0.737 0.079
C 0.398 -0.453 0.068
N -0.410 -1.366 -0.115
N -1.763 -1.141 0.028
C -2.055 0.104 -0.044
N -1.109 1.101 -0.316
O 0.195 0.866 0.230
H 3.053 0.451 0.587
H 1.985 -1.561 -0.544
H -3.101 0.467 0.198
H -1.485 1.967 0.049
*
```

SMILES: ONC1=NN=CNO1
HOMO (eV): -8.54



Quick one: most stable of them? model c



Model a:
C2H4N4O2 | the ωB97M-V functional and the def2-TZVPD basis

```
! wB97M-V def2-TZVPD RIJCOSX def2/J DEFGRID3
* xyz 0 1
C -1.321 0.442 -0.311
C 1.193 -0.267 0.200
H -2.445 -0.165 1.396
H -1.832 -1.511 0.754
H 2.090 0.712 -1.268
H 3.062 0.813 0.453
N -2.336 -0.286 0.168
N -0.645 -0.585 -1.224
N 0.564 -0.859 -1.001
N 2.138 0.560 -0.193
O -0.983 1.580 -0.219
O 0.515 -0.434 1.246
*
```

HOMO (eV): -9.05



Model b:
C2H4N4O2 | the ωB97M-V functional and the def2-TZVPD basis

```
! wB97M-V def2-TZVPD RIJCOSX def2/J DEFGRID3
* xyz 0 1
C 1.513 -0.051 -0.216
C -0.181 1.046 -0.071
H -1.866 -1.805 -0.745
H -1.978 -1.202 0.923
H 3.171 0.602 0.365
H -2.013 1.169 0.572
N -1.814 -1.044 -0.136
N -0.461 -0.424 -0.470
N 1.242 1.227 -0.439
N -1.038 1.922 0.078
O 0.669 -1.092 0.091
O 2.755 -0.348 0.049
*
```

HOMO (eV): -9.87



Quick one: most stable of them? model a



Model a:
C14H44O8 | the ωB97M-V functional and the def2-TZVPD basis

```
! wB97M-V def2-TZVPD RIJCOSX def2/J DEFGRID3
* xyz 0 1
C -0.698 4.096 0.776
C -1.784 3.085 0.282
C -1.620 2.237 -1.077
O -1.898 2.107 1.210
H -1.064 4.979 1.298
H -0.119 4.439 -0.082
H 0.020 3.620 1.444
H -2.734 3.609 0.178
H -1.247 3.057 -1.691
H -2.509 1.746 -1.473
H -1.009 1.336 -1.033
H -2.334 2.535 1.950
C -5.287 -0.147 -1.977
C -5.135 -1.592 -1.615
C -4.055 -1.872 -0.571
O -6.484 -1.829 -1.197
H -4.351 0.234 -2.386
H -5.544 0.537 -1.168
H -5.963 0.041 -2.812
H -4.980 -2.242 -2.477
H -4.040 -1.236 0.314
H -3.078 -1.987 -1.040
H -4.095 -2.855 -0.101
H -6.987 -1.045 -1.430
C 3.582 0.596 -1.630
C 4.124 -0.707 -0.998
C 5.348 -0.507 -0.126
O 3.157 -1.521 -0.338
H 3.015 1.207 -0.927
H 2.851 0.346 -2.399
H 4.295 1.300 -2.059
H 4.561 -1.226 -1.852
H 5.421 -1.336 0.578
H 5.250 0.424 0.431
H 6.299 -0.520 -0.660
H 2.914 -1.215 0.539
C 3.480 0.969 2.492
O 2.963 -0.177 1.947
H 4.518 0.714 2.705
H 3.387 1.782 1.772
H 2.962 1.172 3.430
H 2.021 -0.024 1.850
C 1.759 -4.534 -0.456
O 2.620 -3.969 -1.561
H 1.070 -5.313 -0.782
H 2.347 -5.054 0.300
H 0.995 -3.814 -0.162
H 2.910 -3.122 -1.215
C -0.891 1.428 4.573
O -0.279 2.558 3.967
H -0.078 0.846 5.006
H -1.616 1.758 5.317
H -1.326 0.924 3.709
H 0.610 2.296 3.714
C -0.360 -0.881 0.951
O 0.174 0.262 1.533
H -1.033 -1.459 1.584
H -1.081 -0.604 0.182
H 0.373 -1.517 0.455
H -0.478 0.953 1.399
C -0.028 -1.064 -3.044
O 0.347 0.221 -3.296
H -0.023 -1.700 -3.930
H 0.593 -1.430 -2.226
H -1.054 -1.105 -2.680
H 1.299 0.190 -3.413
*
```

SMILES: CC(C)O.CC(C)O.CC(C)O.CO.CO.CO.CO.CO
HOMO (eV): -9.82



Model b:
C14H44O8 | the ωB97M-V functional and the def2-TZVPD basis

```
! wB97M-V def2-TZVPD RIJCOSX def2/J DEFGRID3
* xyz 0 1
C 6.088 12.489 6.864
C 6.935 11.324 7.371
C 6.677 10.098 6.513
O 8.305 11.667 7.356
H 6.207 13.432 7.397
H 5.039 12.194 6.848
H 6.288 12.615 5.800
H 6.682 11.038 8.392
H 7.024 10.300 5.499
H 5.610 9.876 6.498
H 7.243 9.272 6.942
H 8.503 12.053 6.500
C 6.869 10.696 12.086
C 7.785 11.551 12.855
C 7.029 12.528 13.857
O 8.667 10.811 13.619
H 6.238 10.127 12.768
H 7.406 9.966 11.481
H 6.238 11.197 11.352
H 8.375 12.146 12.158
H 7.686 13.353 14.131
H 6.666 11.929 14.693
H 6.174 13.051 13.429
H 9.117 10.207 13.024
C 13.656 9.474 13.857
C 13.161 9.601 15.239
O 12.411 8.452 15.575
H 12.800 9.633 13.201
H 13.942 8.467 13.554
H 14.408 10.225 13.616
H 12.553 10.482 15.445
H 14.067 9.725 15.831
H 12.190 8.598 16.498
C 9.576 9.621 9.554
C 10.541 9.196 10.719
O 9.814 8.735 11.832
H 8.831 8.851 9.353
H 10.210 9.753 8.678
H 9.059 10.563 9.739
H 11.193 10.024 10.998
H 11.123 8.295 10.530
H 9.378 7.916 11.585
C 10.065 14.940 10.425
C 9.673 13.916 9.321
O 8.379 13.534 9.615
H 9.864 14.456 11.381
H 9.456 15.843 10.371
H 11.095 15.291 10.371
H 10.314 13.035 9.345
H 9.682 14.365 8.328
H 8.180 12.734 9.123
C 14.145 7.605 10.447
C 14.129 6.187 11.095
O 12.784 5.910 11.396
H 15.116 8.051 10.234
H 13.555 8.311 11.033
H 13.653 7.456 9.486
H 14.618 6.128 12.068
H 14.541 5.487 10.368
H 12.534 6.424 12.167
O 8.767 6.145 11.752
H 7.901 5.964 12.116
H 9.153 5.281 11.609
O 11.707 7.204 13.465
H 12.078 7.567 14.269
H 10.983 7.792 13.248
*
```

SMILES: CC(C)O.CC(C)O.CCO.CCO.CCO.CCO.O.O
HOMO (eV): -9.26



Model c:
C14H44O8 | the ωB97M-V functional and the def2-TZVPD basis

```
! wB97M-V def2-TZVPD RIJCOSX def2/J DEFGRID3
* xyz 0 1
C 0.640 -1.807 0.778
O -0.351 -1.260 1.514
H 1.226 -2.612 1.221
H 0.105 -1.967 -0.159
H 1.491 -1.174 0.528
H -1.050 -1.909 1.409
C 2.087 3.150 0.479
O 2.951 4.094 -0.062
H 1.224 2.846 -0.112
H 2.682 2.271 0.725
H 1.623 3.532 1.388
H 2.537 4.318 -0.898
C -0.194 3.946 -0.668
O 0.000 4.321 -2.019
H 0.451 3.086 -0.482
H -0.054 4.808 -0.017
H -1.263 3.738 -0.612
H -0.785 4.830 -2.237
C -2.667 1.696 1.016
O -3.014 2.315 2.302
H -1.917 2.413 0.683
H -2.356 0.652 0.988
H -3.605 1.714 0.460
H -3.207 3.236 2.112
C 1.931 0.854 0.718
O 0.751 1.650 1.000
H 1.740 -0.195 0.948
H 2.331 1.046 -0.278
H 2.692 1.073 1.467
H 0.583 1.443 1.923
C 0.906 -0.434 -1.666
C -0.099 0.811 -1.398
C -1.024 0.697 -0.225
O 0.776 1.908 -1.296
H 0.295 -1.190 -2.161
H 1.284 -0.759 -0.697
H 1.740 -0.133 -2.299
H -0.693 0.998 -2.292
H -1.652 -0.194 -0.212
H -1.784 1.468 -0.099
H -0.444 0.532 0.684
H 0.573 2.377 -0.484
C 1.069 -2.638 -1.953
C 2.470 -2.440 -1.292
C 2.823 -3.522 -0.337
O 3.437 -2.377 -2.348
H 1.063 -2.270 -2.979
H 0.270 -2.229 -1.335
H 0.775 -3.685 -2.022
H 2.352 -1.471 -0.806
H 2.208 -3.486 0.563
H 3.833 -3.510 0.073
H 2.658 -4.553 -0.650
H 4.213 -1.990 -1.935
C -2.747 -1.179 0.063
C -2.361 -1.837 1.429
C -3.553 -2.559 2.076
O -1.339 -2.735 1.067
H -1.902 -0.994 -0.599
H -3.202 -0.196 0.190
H -3.438 -1.824 -0.479
H -2.003 -1.012 2.045
H -3.224 -2.874 3.067
H -3.840 -3.429 1.485
H -4.410 -1.892 2.168
H -1.613 -3.488 0.538
*
```

HOMO (eV): -8.09



Quick one: most stable of them? model b